Entry 1:
Below is a molecular structure, C45H52Cl2Ge2N5O4ReSi3, with properties calculated with ωB97M-V/def2-TZVPD.

The LUMO energy (spin up / spin down) is -3.027 / -4.114 eV. As for the spin multiplicity: 4. As for the HOMO energy (spin up / spin down): -0.383 / -0.389 Eh. Its total charge is +1. As for the molar mass: 1213.5 g/mol.

CARTESIAN COORDINATES (ANGSTROEM)
Re  -0.091  -0.810  0.919
Ge  -1.336  -2.927  0.089
Ge  0.791  3.246  -1.359
Cl  3.873  -2.910  5.977
Cl  5.516  -0.416  4.914
Si  2.840  3.972  -2.377
Si  -1.027  3.057  -2.957
Si  0.231  4.497  0.604
O  2.001  1.885  0.033
O  -1.088  -1.799  4.765
O  -0.147  0.298  -0.795
O  1.151  0.849  -2.346
N  1.919  -1.381  0.265
N  1.482  0.771  1.975
N  0.092  -1.371  2.820
N  0.613  -0.072  -1.820
N  -1.923  -0.176  1.745
C  0.139  6.284  0.003
C  -0.467  2.327  -4.597
C  3.201  -1.831  4.815
C  2.775  -0.339  0.295
C  0.759  -6.596  -0.105
C  -1.447  3.978  1.286
C  1.377  -1.221  3.392
C  -3.025  -3.097  1.071
C  -3.365  -0.451  3.617
C  4.003  4.609  -1.049
C  -2.879  -3.042  -2.422
C  -4.037  0.888  1.745
C  4.093  -0.448  -0.091
C  2.370  -2.575  -0.149
C  -1.021  -1.389  3.633
C  -1.928  -2.926  -4.629
C  -0.040  -5.496  -0.393
C  -0.660  -2.818  -4.071
C  -1.570  4.839  -3.235
C  2.089  -0.118  2.907
C  -4.309  0.353  2.993
C  1.194  -5.706  2.083
C  1.919  -2.070  4.338
C  -0.509  -2.811  -2.693
C  3.360  0.120  3.409
C  1.542  4.374  1.940
C  -4.274  -4.099  2.888
C  -1.615  -2.914  -1.848
C  0.397  -4.609  1.792
C  -2.174  -0.684  2.969
C  3.685  -2.763  -0.524
C  4.560  -1.688  -0.496
C  -2.499  2.068  -2.316
C  -5.334  -2.482  1.467
C  -4.155  -2.347  0.745
C  2.098  0.910  0.806
C  2.383  5.339  -3.582
C  3.638  2.530  -3.277
C  -0.227  -4.483  0.550
C  -5.393  -3.356  2.543
C  1.381  -6.700  1.131
C  3.921  -0.737  4.346
C  -2.835  0.586  1.135
C  -3.102  -3.974  2.154
C  -3.035  -3.044  -3.803
H  -1.387  2.978  1.718
H  -4.313  -4.787  3.724
H  1.472  5.236  2.608
H  -1.774  4.658  2.076
H  -1.188  2.578  -5.378
H  -0.119  6.944  0.834
H  4.009  -3.745  -0.836
H  1.712  4.977  -4.364
H  -2.279  4.860  -4.067
H  2.539  4.368  1.497
H  3.284  5.720  -4.069
H  1.113  6.605  -0.376
H  -2.579  0.950  0.148
H  -2.211  3.984  0.503
H  -4.747  1.525  1.237
H  -4.128  -1.649  -0.085
H  4.557  2.864  -3.766
H  4.732  0.424  -0.059
H  -2.947  2.533  -1.434
H  -2.049  -2.931  -5.704
H  1.656  -3.384  -0.168
H  -3.754  -3.170  -1.798
H  0.269  -3.839  2.545
H  -2.212  1.041  -2.082
H  1.897  6.180  -3.083
H  0.892  -7.372  -0.848
H  4.198  3.842  -0.298
H  -3.517  -0.883  4.596
H  1.433  3.465  2.530
H  -0.736  5.494  -3.495
H  0.488  -2.718  -2.279
H  1.351  -2.909  4.711
H  -0.597  6.447  -0.787
H  -5.251  0.563  3.482
H  0.210  -2.739  -4.711
H  -0.382  1.240  -4.563
H  3.598  5.487  -0.541
H  1.671  -5.786  3.052
H  2.004  -7.556  1.355
H  -2.070  5.262  -2.361
H  -2.245  -4.580  2.426
H  5.595  -1.817  -0.783
H  3.894  1.729  -2.582
H  4.956  4.899  -1.497
H  2.980  2.112  -4.040
H  -0.515  -5.426  -1.365
H  -6.312  -3.465  3.105
H  -4.024  -3.148  -4.231
H  0.502  2.730  -4.900
H  -3.268  2.024  -3.092
H  -6.207  -1.905  1.186
H  3.918  0.987  3.080

Forces on atoms 1 to 2 (eV/Å):
Re 0.2285 0.4606 0.0129
Ge 0.1636 -0.0841 0.0788


Entry 2:
Below is a molecular structure, C45H53As2LuN4O10P2S4Se in a non-equilibrium geometry, with properties calculated with ωB97M-V/def2-TZVPD.

The LUMO energy (spin up / spin down) is -1.319 / -1.996 eV. As for the HOMO energy (spin up / spin down): -0.231 / -0.231 Eh. Its total charge is 0. As for the molar mass: 1403.9 g/mol.

CARTESIAN COORDINATES (ANGSTROEM)
Lu  0.567  1.252  -0.730
Se  1.625  6.021  -0.191
As  -5.981  1.407  0.325
As  -3.112  1.163  2.332
S  -0.272  0.199  3.382
S  2.699  2.049  2.025
S  1.588  1.690  -3.092
S  -0.319  -1.233  -0.417
P  1.325  -2.010  -1.409
P  2.966  0.214  -2.841
O  -1.801  1.454  -1.004
O  -4.133  1.827  5.217
O  -7.802  1.720  3.845
O  -3.416  2.410  -2.182
O  -8.118  -0.106  2.535
O  -2.690  -0.900  -3.749
O  -5.054  -0.266  5.024
O  -3.717  -2.163  1.430
O  -4.304  -1.680  -0.730
O  2.035  1.440  0.744
N  -0.368  3.135  4.273
N  0.138  3.535  -0.364
N  1.534  0.248  5.359
N  0.556  2.271  4.891
C  2.800  -0.518  -5.519
C  5.229  1.430  2.967
C  -3.889  -1.328  0.560
C  -7.378  0.969  2.980
C  -4.667  0.980  4.533
C  5.504  0.597  -1.603
C  2.654  -2.917  0.916
C  0.497  -2.594  -4.051
C  5.324  2.899  2.391
C  4.620  -1.618  -6.683
C  4.781  2.256  -3.206
C  3.918  0.764  2.554
C  -4.614  -0.473  6.395
C  0.642  0.948  4.612
C  0.197  -3.511  -5.066
C  1.146  -3.026  -2.880
C  -5.930  3.393  0.437
C  2.170  -5.009  2.026
C  3.447  -0.885  -6.700
C  0.666  4.595  -0.288
C  6.959  2.409  -2.200
C  -4.084  1.015  -0.302
C  0.988  -4.404  -0.003
C  -2.984  3.161  2.088
C  -4.654  -3.109  -0.718
C  3.477  -0.694  -4.302
C  0.577  -4.848  -4.905
C  4.007  3.374  1.813
C  5.148  -1.987  -5.459
C  -4.908  1.071  3.072
C  4.576  -1.557  -4.281
C  -6.040  1.090  2.308
C  1.740  -3.193  -0.124
C  5.973  2.927  -3.046
C  -9.329  -0.151  3.375
C  2.893  -3.825  1.948
C  -4.195  1.870  -3.311
C  6.723  1.211  -1.536
C  1.221  -5.281  1.038
C  1.386  -5.216  -3.843
C  -3.052  1.644  -1.125
C  2.385  -0.656  -1.445
C  4.518  1.097  -2.471
C  1.770  -4.287  -2.915
C  -3.694  0.145  0.692
H  0.237  -5.632  -5.606
H  -5.017  -1.483  6.641
H  0.278  -4.673  -0.781
H  7.989  2.790  -2.223
H  -1.078  2.514  3.868
H  -9.972  -0.930  2.949
H  -3.537  -0.442  6.431
H  -5.599  3.754  1.426
H  -5.407  -3.327  0.057
H  -2.748  -1.872  -3.593
H  -4.120  2.635  -4.075
H  6.101  2.937  1.625
H  2.404  -5.689  2.860
H  0.734  -6.237  1.010
H  -4.990  0.324  7.042
H  5.145  -1.901  -7.592
H  6.075  -2.552  -5.442
H  0.077  3.623  3.471
H  5.701  3.597  3.141
H  -6.941  3.756  0.222
H  4.030  2.646  -3.907
H  5.285  -0.246  -0.963
H  0.169  -1.542  -4.145
H  7.584  0.767  -1.056
H  -2.037  -0.609  -3.057
H  -9.882  0.799  3.312
H  5.287  1.511  4.095
H  -5.249  3.746  -0.357
H  3.532  4.171  2.410
H  -5.247  1.777  -2.999
H  6.122  0.888  2.636
H  -9.094  -0.452  4.411
H  4.026  -0.002  1.721
H  3.257  -2.023  0.846
H  3.008  -0.620  -7.672
H  4.038  3.683  0.759
H  -5.014  -3.373  -1.692
H  -0.312  -3.149  -5.961
H  6.240  3.823  -3.619
H  -3.794  0.915  -3.639
H  5.079  -1.866  -3.322
H  1.225  2.760  5.511
H  3.621  -3.526  2.730
H  1.532  -0.755  5.323
H  1.885  0.100  -5.527
H  2.004  0.659  6.172
H  2.475  -4.583  -2.139
H  -3.713  3.643  2.776
H  1.698  -6.208  -3.714
H  -3.760  -3.723  -0.494
H  -3.230  3.368  1.052
H  3.404  0.271  3.388
H  -1.961  3.519  2.292

Forces on atoms 1 to 2 (eV/Å):
Lu -0.0543 -0.8945 -0.8913
Se 0.7658 1.5436 0.2231


Entry 3:
Below is a molecular structure, C45H53BrN3PSSeV in a non-equilibrium geometry, with properties calculated with ωB97M-V/def2-TZVPD.

The LUMO energy (spin up / spin down) is -0.326 / -0.686 eV. As for the spin multiplicity: 4. As for the HOMO energy (spin up / spin down): -0.230 / -0.247 Eh. Its total charge is 0. As for the molar mass: 908.8 g/mol.

CARTESIAN COORDINATES (ANGSTROEM)
Br  0.854  8.149  1.781
Se  2.207  -0.692  2.668
V  0.792  0.846  1.300
S  3.410  2.395  -1.975
P  -0.932  -1.225  -1.091
N  -0.021  2.124  0.033
N  0.256  2.175  2.609
N  -0.557  -0.291  2.320
C  4.420  1.364  -1.037
C  3.978  -0.521  4.856
C  2.421  1.210  0.156
C  0.798  2.651  -0.911
C  -3.866  1.620  -1.976
C  4.192  1.339  3.349
C  -1.642  3.791  -0.514
C  -1.217  2.688  0.201
C  0.641  -1.327  -2.130
C  -0.557  5.765  2.486
C  2.885  -3.192  -3.005
C  -3.225  -2.927  -0.994
C  1.790  -1.806  -1.228
C  -1.532  -2.305  3.145
C  0.410  3.542  2.507
C  -3.609  0.294  -4.071
C  -1.489  -5.385  -1.223
C  -1.062  -4.049  -0.601
C  -1.984  -0.068  -2.156
C  -0.680  4.407  2.696
C  -2.408  -0.517  -3.562
C  -2.963  -5.340  -1.653
C  4.975  0.002  5.653
C  -3.598  1.696  -3.480
C  -1.965  -1.652  4.306
C  5.199  1.853  4.146
C  0.673  6.283  2.111
C  0.658  -2.087  -3.470
C  -1.650  -0.328  4.472
C  -0.553  1.696  3.539
C  -3.195  0.394  -1.344
C  -0.825  -1.587  2.207
C  1.639  4.094  2.132
C  -0.944  0.349  3.456
C  0.417  3.731  -1.713
C  -1.738  -2.915  -1.375
C  3.047  -1.988  -2.069
C  5.588  1.194  5.301
C  2.090  2.062  -0.877
C  3.577  0.143  3.699
C  1.772  5.454  1.951
C  1.418  -3.408  -3.390
C  -0.809  4.322  -1.501
C  -3.733  -4.360  -0.775
C  3.777  0.807  0.025
H  -4.941  1.559  -1.800
H  -2.521  -2.193  5.058
H  -2.600  4.241  -0.306
H  0.025  -3.965  -0.623
H  -2.870  0.625  -0.326
H  -3.406  -6.334  -1.586
H  -3.606  -4.654  0.268
H  -1.917  0.205  5.373
H  1.951  -1.060  -0.438
H  2.722  5.880  1.674
H  -3.376  -2.348  -0.078
H  -0.351  -2.282  -3.828
H  3.495  -3.039  -3.898
H  6.365  1.607  5.929
H  0.934  -4.057  -2.662
H  -1.731  -3.355  2.990
H  -0.864  -5.602  -2.093
H  -0.881  2.313  4.372
H  3.251  -4.092  -2.511
H  -0.425  -2.073  1.324
H  -1.317  0.802  -2.253
H  3.918  -2.120  -1.424
H  3.492  -1.453  5.108
H  -1.646  3.999  2.959
H  -1.373  -4.014  0.446
H  1.147  -1.457  -4.217
H  4.277  0.130  0.706
H  -3.580  0.341  -5.162
H  -2.627  2.160  -3.663
H  1.100  4.104  -2.459
H  -1.629  -3.145  -2.440
H  3.212  -1.083  -2.655
H  -3.505  2.530  -1.504
H  -2.678  -1.574  -3.575
H  -4.353  2.317  -3.965
H  -1.846  2.252  0.970
H  -1.331  -6.188  -0.500
H  2.487  3.437  1.998
H  -3.923  -0.412  -1.281
H  0.832  -0.261  -2.339
H  1.361  -3.916  -4.355
H  -3.040  -5.024  -2.696
H  5.697  2.770  3.865
H  -4.800  -4.410  -1.003
H  -3.813  -2.465  -1.788
H  -1.104  5.193  -2.065
H  5.439  1.224  -1.348
H  3.895  1.850  2.444
H  1.561  -2.756  -0.740
H  -1.410  6.418  2.595
H  -4.542  -0.197  -3.784
H  5.284  -0.521  6.548
H  -1.566  -0.376  -4.243

Forces on atoms 1 to 2 (eV/Å):
Br -0.0384 -0.1936 0.0592
Se 0.3009 -0.6138 0.4666


Entry 4:
Below is 7 unconnected molecules or ions with the total composition C45H54F6NO4P2, with properties calculated with ωB97M-V/def2-TZVPD.

The LUMO energy is -2.365 eV. As for the HOMO energy: -0.396 Eh. Its total charge is +1. As for the molar mass: 848.9 g/mol.

CARTESIAN COORDINATES (ANGSTROEM)
P  -2.199  0.940  1.008
P  0.889  0.814  0.700
F  -1.683  -2.664  2.187
F  -8.561  5.475  2.747
F  3.631  4.382  4.504
F  3.972  -1.421  -2.487
F  0.750  -6.070  -8.598
F  -0.948  -1.044  -4.463
O  2.007  -0.219  1.091
O  -2.317  0.054  -0.302
O  -2.308  2.377  0.766
O  -3.204  0.322  2.091
N  0.428  -0.759  -1.449
C  -2.755  -0.606  -5.923
C  3.247  7.311  6.578
C  -1.277  -2.705  3.491
C  -7.445  4.734  2.617
C  3.062  5.455  5.111
C  -0.344  -3.653  3.858
C  3.358  -4.730  -3.793
C  -4.000  -0.023  -6.116
C  1.166  6.840  5.472
C  -6.401  5.233  1.863
C  -2.779  0.175  -3.628
C  -6.233  2.749  3.102
C  -1.416  -1.855  5.702
C  -0.173  -5.635  -7.717
C  3.835  6.214  5.965
C  -0.919  -3.982  -6.181
C  4.535  -2.330  -4.584
C  1.472  2.488  0.980
C  3.373  -3.652  -2.919
C  3.994  3.037  1.182
C  -0.474  -2.792  6.106
C  -0.576  0.581  1.732
C  -4.019  0.760  -3.846
C  1.739  5.740  4.848
C  3.931  -4.617  -5.052
C  -5.165  3.224  2.352
C  4.516  -3.420  -5.443
C  -2.048  -4.746  -5.918
C  -2.227  -5.961  -6.567
C  1.758  -1.494  1.783
C  4.013  -1.977  0.608
C  4.941  -0.965  1.300
C  0.033  -4.424  -7.087
C  2.703  2.613  1.909
C  -1.285  -6.417  -7.478
C  -4.630  0.659  -5.087
C  2.887  -2.497  1.498
C  1.916  7.625  6.335
C  -1.822  -1.797  4.374
C  0.059  -3.685  5.186
C  3.962  -2.478  -3.340
C  -5.254  4.465  1.736
C  -7.388  3.505  3.244
C  0.665  0.619  -1.072
C  -2.175  -0.490  -4.676
H  -4.506  1.297  -3.043
H  2.941  -3.718  -1.928
H  -5.597  1.114  -5.252
H  3.921  -5.461  -5.727
H  -0.161  -2.832  7.140
H  4.982  -1.387  -4.867
H  3.834  7.923  7.248
H  5.989  -1.217  1.155
H  -0.585  -0.395  2.209
H  -3.082  -0.531  -0.394
H  -8.232  3.160  3.826
H  0.465  -0.886  -2.452
H  -4.477  -0.102  -7.083
H  -0.143  1.286  -1.390
H  2.899  -5.660  -3.487
H  4.792  2.313  1.335
H  -2.280  0.223  -2.670
H  4.602  -2.833  0.276
H  -6.497  6.201  1.390
H  -2.788  -4.395  -5.211
H  0.921  -3.849  -7.307
H  1.667  -1.262  2.842
H  -3.890  -0.265  1.744
H  3.605  -1.537  -0.301
H  0.129  7.081  5.282
H  -0.775  -3.036  -5.679
H  2.889  1.684  2.448
H  -2.244  -1.132  -6.719
H  -2.559  -1.085  4.032
H  4.354  3.992  1.559
H  0.041  -4.352  3.127
H  4.868  5.947  6.141
H  3.291  -2.851  2.447
H  4.966  -3.332  -6.423
H  2.433  -3.365  1.013
H  0.803  -1.883  1.430
H  1.097  -1.384  -1.018
H  1.608  1.021  -1.479
H  0.787  -4.419  5.503
H  2.477  3.362  2.662
H  -1.403  -7.357  -7.999
H  1.173  5.116  4.169
H  -1.839  -1.165  6.419
H  4.767  -0.938  2.379
H  0.615  3.037  1.377
H  -4.421  4.833  1.151
H  3.851  3.128  0.104
H  -3.105  -6.560  -6.365
H  -4.265  2.638  2.237
H  1.686  2.905  -0.006
H  1.465  8.481  6.818
H  -6.171  1.783  3.587
H  4.783  0.046  0.929
H  -0.497  1.336  2.520

Forces on atoms 1 to 2 (eV/Å):
P -0.0111 0.4088 -0.0279
P -0.1220 0.2022 -0.1067


In eV, the energy relative to the best compared isomer or geometry (same formula, charge and spin) values for the records above are, in order, 0.4767, 1.2745, 0.3998, 0.0000.